Entry 1:
Here is C38H58IMnN8O4 as an isolated structure at a distorted geometry from OMol25. Energies are from ωB97M-V with the def2-TZVPD basis set.

Calculated values
- multiplicity = 6
- HOMO-LUMO gap (alpha / beta) (eV) = 6.17 / 6.15
- LUMO level (alpha / beta) (eV) = 1.510 / 1.509
- energy relative to the best compared isomer or geometry (same formula, charge and spin) (eV) = 0.000
- charge = -1
- E_tot (eV) = -99880.9944
- E_HOMO (alpha / beta) (eV) = -4.6563 / -4.6431

Each line ends with the Löwdin charge.
Geometry (Å):
Mn -0.804094 -2.943705 0.319994  0.60
I -0.138164 -0.239075 -0.360596  0.06
C -3.529474 -2.488985 3.592384  -0.02
C -2.447374 -2.548135 2.757894  -0.37
C -1.032984 -2.743025 3.274724  -0.36
O 0.008526 -2.931915 2.482424  -0.21
C -0.722914 -2.860045 4.590564  -0.03
C -1.754514 -2.861055 5.574394  -0.33
C -3.330554 -2.613425 5.028204  -0.27
O -4.283404 -2.554105 5.870634  -0.02
O -1.566534 -2.867535 6.788384  0.02
O -2.727404 -2.509625 1.473444  -0.21
H -4.549704 -2.384925 3.253694  0.10
H 0.306066 -3.043895 4.862234  0.11
C 3.622656 3.499435 -1.359416  -0.10
C 2.346606 2.794425 -0.966226  -0.29
C 1.440466 3.553185 0.035754  -0.16
C 2.036016 3.770355 1.403434  -0.22
N 2.470236 3.981885 2.438834  0.17
H 3.382586 4.412415 -1.904326  0.08
H 4.288786 2.934205 -2.011256  0.06
H 4.106006 3.805965 -0.431776  0.07
H 2.527176 1.786445 -0.592766  0.06
H 1.743786 2.680915 -1.867246  0.08
H 0.464736 3.073775 0.114654  0.07
H 1.270946 4.553255 -0.363276  0.11
C 4.760026 -1.045415 -3.005506  -0.10
C 3.479246 -0.325965 -2.545236  -0.25
C 2.317606 -0.399435 -3.573816  -0.19
C 1.818806 -1.758945 -3.806646  -0.20
N 1.448286 -2.856265 -4.017426  0.15
H 4.962726 -0.762365 -4.038416  0.07
H 4.714926 -2.132955 -2.947916  0.05
H 5.635766 -0.686765 -2.464626  0.07
H 3.754726 0.718615 -2.400086  0.08
H 3.239826 -0.640565 -1.529466  0.07
H 2.581346 0.105595 -4.503056  0.12
H 1.522886 0.178425 -3.102016  0.05
C -1.780454 1.034535 4.509004  -0.07
C -0.914514 1.823895 3.511544  -0.26
C -0.877404 3.339265 3.630834  -0.18
C -0.589584 3.761355 5.033444  -0.21
N -0.388894 4.107455 6.141854  0.12
H -2.765954 1.475525 4.359254  0.07
H -1.478064 1.270165 5.529364  0.07
H -1.891944 -0.041395 4.374654  0.06
H -1.232284 1.564445 2.501694  0.07
H 0.103206 1.461245 3.655874  0.09
H -1.815624 3.839405 3.390624  0.10
H -0.090164 3.679685 2.958174  0.07
C 4.271116 -3.105665 0.312084  -0.09
C 4.370816 -4.475785 -0.344486  -0.24
C 3.333846 -4.669755 -1.425846  -0.18
C 2.013926 -4.203425 -1.075756  -0.16
N 0.974706 -3.771985 -0.809176  0.16
H 4.232856 -2.362145 -0.484026  0.05
H 5.178986 -2.894525 0.877134  0.07
H 3.386236 -3.010085 0.941334  0.08
H 4.265916 -5.309435 0.349854  0.12
H 5.353366 -4.525605 -0.813766  0.11
H 3.389686 -5.689425 -1.806966  0.13
H 3.465006 -4.004355 -2.279156  0.10
C 2.794866 0.348565 4.099154  -0.09
C 2.747176 0.277495 2.567254  -0.24
C 4.122106 0.592605 1.863404  -0.17
C 5.182316 -0.262675 2.396484  -0.26
N 6.011766 -0.963655 2.761794  0.14
H 1.991316 -0.198695 4.592034  0.07
H 2.753326 1.383405 4.438974  0.07
H 3.735546 -0.100405 4.417984  0.06
H 2.026356 1.007475 2.198964  0.06
H 2.403166 -0.715425 2.277664  0.09
H 4.474706 1.613715 2.008704  0.11
H 4.019206 0.425375 0.791234  0.09
C -3.249174 3.607215 -2.647696  -0.10
C -1.861114 3.007835 -2.452856  -0.27
C -1.048844 3.088065 -3.727456  -0.19
C -1.504024 2.304345 -4.917186  -0.19
N -1.850774 1.655685 -5.829856  0.14
H -3.213474 4.606445 -3.081706  0.07
H -3.726924 3.742585 -1.677366  0.07
H -3.848364 2.975705 -3.303646  0.07
H -1.920504 1.951695 -2.189936  0.06
H -1.447974 3.477225 -1.560056  0.10
H -0.027524 2.802145 -3.475946  0.09
H -1.062104 4.073925 -4.192206  0.11
C -5.201934 0.740965 -1.115436  -0.12
C -5.367634 0.099865 0.258724  -0.25
C -4.258664 0.396355 1.257254  -0.18
C -4.153444 1.843005 1.581744  -0.21
N -4.051844 2.961795 1.818074  0.14
H -5.513494 1.784655 -1.073736  0.07
H -5.878224 0.195705 -1.773776  0.07
H -4.163884 0.686215 -1.443396  0.06
H -5.299004 -0.957975 0.005004  0.11
H -6.373384 0.290945 0.632964  0.11
H -3.298954 -0.048725 0.994654  0.08
H -4.561424 -0.115825 2.170554  0.11
C -3.662834 -0.919115 -3.949836  -0.12
C -2.474524 -1.493745 -4.614076  -0.28
C -2.330854 -2.971435 -4.257956  -0.16
C -2.114504 -3.135925 -2.788906  -0.14
N -1.920114 -3.274805 -1.654666  0.14
H -4.568844 -1.504565 -4.106286  0.08
H -3.764374 0.092115 -4.343806  0.07
H -3.574534 -0.930285 -2.863476  0.06
H -1.608424 -0.946405 -4.242056  0.10
H -2.524714 -1.405605 -5.699346  0.11
H -1.497724 -3.477915 -4.745256  0.11
H -3.216124 -3.554075 -4.512806  0.12

Atomic forces in eV per Å
Mn -0.5 1.1 1.6
I 0.0 0.0 -0.2
C 1.0 0.0 2.1
C -1.6 -0.2 -1.2
C 2.1 -0.9 -0.4
O -2.1 0.4 -2.5
C -1.3 0.0 0.5
C -1.5 1.4 1.1
C -1.4 -0.2 2.1
O 3.0 -0.2 -2.3
O -0.3 -0.4 -0.9
O 2.7 -0.4 -0.4
H 0.1 0.0 -0.3
H 0.0 0.0 0.1
C -0.2 0.7 0.5
C -0.6 -0.4 -0.1
C 0.9 0.4 0.3
C -0.8 -0.5 -1.9
N 0.4 0.1 0.7
H 0.0 0.2 0.0
H 0.0 -0.2 0.3
H 0.6 0.0 -0.2
H 0.0 0.0 0.1
H -0.2 -0.2 0.0
H 0.1 -0.2 0.2
H -0.1 0.2 0.0
C -0.1 0.5 -0.3
C 1.1 -0.2 -0.3
C 0.1 0.3 1.4
C -0.8 -2.7 -0.7
N 1.0 3.0 0.6
H 0.0 -0.2 -0.2
H -0.1 0.0 0.0
H -0.1 -0.2 0.3
H -0.2 0.2 -0.3
H -0.7 -0.3 -0.2
H 0.1 -0.3 -0.1
H -0.4 -0.1 -0.2
C -0.7 1.5 -0.2
C 0.3 -1.5 0.2
C -0.1 0.1 1.1
C 0.8 1.0 2.5
N -0.6 -1.0 -3.2
H -0.5 -0.2 0.4
H 0.0 -0.2 0.1
H 0.5 0.1 -0.3
H 0.2 0.0 -0.2
H 0.2 0.1 -0.4
H -0.1 -0.2 -0.3
H -0.1 0.4 0.3
C 0.3 -0.2 0.0
C 0.2 0.4 0.2
C 0.0 0.3 -0.9
C -2.1 -0.1 1.0
N 1.2 -0.7 0.0
H -0.1 0.2 0.0
H -0.2 0.0 0.3
H 0.1 0.1 0.1
H 0.2 0.2 0.2
H 0.0 -0.4 -0.1
H -0.6 0.0 0.0
H 0.8 0.0 -0.4
C 0.4 0.1 -0.3
C 0.3 0.4 0.1
C -0.7 -0.3 0.8
C -0.2 -0.1 -0.6
N 0.3 -0.2 0.2
H -0.1 0.0 -0.3
H 0.1 0.0 0.1
H 0.0 0.0 0.3
H -0.1 -0.2 -0.2
H 0.1 0.0 -0.3
H -0.4 0.2 0.1
H 0.1 -0.1 -0.1
C -0.1 -0.1 0.2
C -1.3 -0.3 -0.1
C 0.5 0.2 -0.9
C -0.8 -2.0 -0.8
N 0.8 1.6 2.0
H 0.2 0.1 -0.2
H -0.3 -0.3 -0.1
H -0.2 0.0 0.1
H -0.2 -0.1 0.1
H 0.8 0.2 -0.5
H 0.2 0.0 -0.5
H 0.4 0.5 0.6
C -0.4 0.5 0.6
C 0.5 -0.6 -1.2
C -0.8 0.4 0.8
C 0.3 -0.9 -0.3
N 0.0 0.2 0.0
H 0.1 0.1 -0.2
H 0.2 0.2 -0.4
H -0.1 -0.1 -0.2
H -0.1 -0.3 0.7
H 0.1 0.1 0.3
H 0.1 0.2 -0.2
H 0.3 0.1 0.3
C -1.0 0.5 0.3
C 0.7 -0.9 0.0
C 0.4 -0.5 0.9
C 0.2 -0.3 0.9
N -0.2 0.2 -1.6
H -0.2 0.1 -0.5
H -0.5 0.1 0.4
H 0.3 0.4 0.0
H 0.3 -0.1 -0.3
H 0.1 0.1 0.0
H 0.2 0.2 0.0
H -0.2 0.1 0.0

Entry 2:
Here is C30H35AgN4O5 as an isolated structure at a distorted geometry from OMol25. Energies are from ωB97M-V with the def2-TZVPD basis set.

Calculated values
- multiplicity = 2
- HOMO-LUMO gap (alpha / beta) (eV) = 5.56 / 5.56
- LUMO level (alpha / beta) (eV) = 2.047 / 2.043
- charge = -1
- E_tot (eV) = -51872.3818
- E_HOMO (alpha / beta) (eV) = -3.5148 / -3.5147

Each line ends with the Löwdin charge.
Geometry (Å):
Ag 13.079515 9.040413 10.999705  0.76
C 9.167727 9.096303 8.915811  -0.06
C 8.093838 8.078717 8.934351  -0.35
C 8.550296 6.629925 9.527399  -0.40
O 7.763863 5.781986 9.839400  0.03
C 9.968981 6.441805 9.600542  -0.03
C 10.922787 7.411285 9.426789  -0.40
C 10.461286 8.877021 9.295818  -0.42
O 11.255482 9.835872 9.639780  -0.16
O 12.189148 7.167347 9.465226  -0.16
O 6.924642 8.352125 8.801820  0.02
H 8.885133 10.159932 8.818910  0.11
H 10.236294 5.503491 10.004883  0.08
C 15.000296 11.557354 13.489752  -0.05
C 14.638397 12.975123 12.986312  -0.47
C 15.769762 13.604198 12.161058  -0.15
C 15.339880 14.831168 11.375296  -0.18
C 14.293141 14.457066 10.310419  -0.13
C 13.053189 13.782476 10.949098  -0.44
N 13.457126 12.763431 12.068530  -0.13
O 12.517212 12.131118 12.585247  -0.03
C 12.277262 13.035331 9.883910  -0.04
C 12.112130 14.850167 11.507396  -0.02
C 14.165276 13.772027 14.231314  -0.02
H 15.884557 11.589781 14.156061  0.09
H 15.152536 10.798692 12.712727  0.07
H 14.312684 11.177693 14.253111  0.06
H 16.147688 12.830423 11.459545  0.10
H 16.609331 13.785782 12.861604  0.13
H 16.222540 15.297108 10.860506  0.12
H 14.981205 15.542415 12.115470  0.10
H 14.827178 13.834936 9.568902  0.10
H 14.057514 15.394754 9.821047  0.12
H 11.223229 12.855667 10.041805  0.08
H 12.751635 12.155382 9.512306  0.05
H 12.312687 13.630181 8.957895  0.10
H 11.478377 15.109847 10.632827  0.10
H 12.711316 15.596570 11.993040  0.07
H 11.453941 14.235485 12.134533  0.08
H 15.015985 13.940233 14.879628  0.08
H 13.537910 13.122966 14.891056  0.09
H 13.663944 14.681538 13.924700  0.07
N 12.562439 8.023736 12.942770  -0.04
C 12.262110 6.771984 12.805185  -0.15
C 11.454968 6.015285 13.673269  -0.02
C 10.932947 6.746809 14.699326  -0.08
C 11.288566 8.077381 14.875000  -0.07
C 12.152369 8.684545 13.982952  -0.15
H 12.775056 6.297670 11.975174  0.11
H 11.197738 5.009629 13.392164  0.11
H 10.204688 6.472443 15.376513  0.08
H 10.867037 8.660423 15.740320  0.12
H 12.394547 9.761924 14.178102  0.11
N 8.232800 9.267665 14.190815  0.06
C 8.255218 9.251707 12.863530  -0.16
C 8.833653 10.187443 12.032423  -0.03
C 9.459651 11.267583 12.626522  -0.07
C 9.356406 11.394822 13.988680  -0.12
C 8.781609 10.406922 14.699196  -0.21
H 7.971824 8.252302 12.429259  0.13
H 8.787191 9.898571 10.971217  0.08
H 9.884156 12.084293 12.040136  0.09
H 9.685697 12.227190 14.594863  0.10
H 8.717388 10.469001 15.814066  0.11
N 14.394038 10.001178 9.300759  0.01
C 15.248417 11.024410 9.383636  -0.16
C 15.715306 11.635052 8.256121  -0.07
C 15.202197 11.243931 7.014428  -0.08
C 14.333405 10.241886 6.918415  -0.05
C 13.973799 9.620799 8.097813  -0.11
H 15.559734 11.358590 10.362441  0.08
H 16.402810 12.433602 8.388519  0.09
H 15.591650 11.727538 6.205987  0.08
H 13.927763 9.846415 6.016053  0.11
H 13.310584 8.725170 8.152276  0.11

Atomic forces in eV per Å
Ag -0.3 0.0 -0.5
C -1.4 0.0 -0.6
C 1.9 0.2 1.5
C 1.7 2.2 -1.4
O -1.8 -1.0 0.5
C -0.8 0.6 0.2
C 1.3 0.2 0.2
C 0.6 0.1 0.5
O 0.0 -0.9 -0.3
O -0.5 0.7 0.2
O -0.9 -0.1 -0.5
H -0.1 -0.6 -0.1
H 0.6 -1.1 0.1
C 0.8 0.0 1.1
C -0.8 -1.1 0.0
C 0.6 -0.8 0.4
C 0.8 -0.1 -0.2
C 1.0 -0.3 1.1
C 0.5 -0.5 -0.3
N 1.0 1.8 -1.0
O -1.2 -0.7 0.2
C 0.3 0.5 -1.4
C -0.4 -2.0 -0.7
C 0.2 -1.1 0.0
H 0.3 0.3 -0.8
H -0.1 0.3 0.1
H -0.6 0.1 -0.7
H -0.2 0.4 0.4
H -0.3 0.2 -0.4
H -0.7 -0.3 0.5
H -0.3 0.4 -0.2
H -0.6 0.0 0.3
H -0.7 0.0 -0.3
H -0.1 -0.3 0.6
H 0.2 -1.1 0.4
H -0.1 0.5 0.3
H 0.6 0.8 0.7
H -0.5 0.8 0.3
H 0.0 0.8 0.5
H 0.4 0.6 -0.1
H -0.1 0.6 -1.0
H -0.1 0.2 0.4
N 1.6 1.5 -1.3
C 0.2 -2.9 -0.4
C 0.5 1.1 -1.1
C 0.3 1.3 -0.1
C 0.0 0.9 1.1
C -1.4 1.8 2.3
H -0.5 -0.1 -0.2
H 0.0 -0.2 0.3
H -1.4 -1.5 1.2
H 0.5 -0.7 -1.1
H 0.0 -1.1 -0.8
N 0.6 1.7 0.2
C 0.1 -2.9 0.0
C 0.2 -0.3 -0.5
C -0.6 0.9 -1.4
C 0.5 0.8 0.6
C -1.6 -2.3 2.1
H -0.2 1.3 0.2
H 0.4 0.8 0.4
H 0.2 -0.5 0.1
H 0.4 0.3 -0.5
H 0.1 0.1 -0.9
N 0.0 0.0 0.4
C -0.2 -0.4 -0.1
C -0.6 -0.1 -0.1
C 1.5 1.1 1.9
C -1.1 -1.6 0.5
C -1.1 -1.6 1.1
H -0.1 -0.2 0.1
H 0.6 0.6 -0.3
H 0.7 1.2 -2.4
H -0.1 0.0 -0.6
H 0.3 0.8 -0.3

> Which of these has the lowest E_tot?

C38H58IMnN8O4

> What is the charge in the first record?

-1

> What is the formula in the first record?

C38H58IMnN8O4